[1]
ORCA calculation (ωB97M-V/def2-TZVPD) on a 2-piece molecular cluster, C6H6O overall.

Geometry as XYZ:
```
13
Properties=species:S:1:pos:R:3:forces:R:3
C 2.566 0.561 -0.672 -0.4 0.1 0.1
C 1.422 0.782 -0.361 0.4 -0.1 -0.1
C 0.087 1.037 0.002 -0.1 -0.2 0.0
C -1.092 0.602 0.331 0.2 -0.1 -0.1
C -0.953 2.092 0.266 -0.1 0.3 0.0
H 3.583 0.378 -0.945 -0.2 0.0 0.0
H -1.738 -0.245 0.518 0.1 0.2 0.0
H -1.385 2.640 -0.575 0.1 -0.1 0.1
H -0.903 2.673 1.191 0.0 -0.1 -0.1
C -0.388 -2.629 0.058 -0.3 0.0 0.1
O -1.534 -2.517 0.417 0.5 -0.1 -0.2
H 0.098 -3.620 -0.025 -0.1 0.1 0.0
H 0.237 -1.755 -0.205 -0.1 -0.1 0.0
```
Forces are in eV/Å.

Calculated values
HOMO-LUMO gap ... 0.364 Ha
SMILES ... C#CC1=CC1.C=O
Strongest force on any atom ... 0.6 eV Å⁻¹
Relative energy (zero: lowest compared OMol25 entry of this formula, charge and spin) ... 5.163 eV



[2]
ORCA calculation (ωB97M-V/def2-TZVPD) on C7H10 as an isolated structure.

Geometry as XYZ:
```
17
Properties=species:S:1:pos:R:3:forces:R:3
C -2.041 0.528 0.504 -0.1 -0.1 -0.1
C -0.882 1.005 1.170 2.6 -1.4 -1.9
C -0.461 -0.927 -0.591 0.3 0.1 0.0
C -1.865 -0.534 -0.319 0.1 0.1 0.1
C 0.441 0.091 0.086 -2.5 1.7 2.2
C 1.438 -0.469 1.072 -0.1 0.0 -0.2
C 1.030 1.124 -0.845 0.0 -0.1 0.0
H -3.023 0.899 0.764 -0.2 0.0 0.0
H -0.286 -1.924 -0.172 0.0 -0.1 -0.1
H -0.297 -0.998 -1.672 0.0 -0.1 0.0
H -2.679 -1.126 -0.723 -0.2 0.0 0.0
H 2.193 -1.069 0.558 0.1 -0.1 0.0
H 0.945 -1.094 1.815 0.0 -0.1 0.1
H 1.939 0.345 1.590 0.0 0.0 0.1
H 1.839 0.683 -1.440 0.0 0.0 0.0
H 1.440 1.957 -0.274 0.0 0.0 0.0
H 0.270 1.512 -1.524 0.0 0.0 -0.1
```
Forces are in eV/Å.

Calculated values
HOMO-LUMO gap (alpha / beta) ... 0.270 / 0.270 Ha
Strongest force on any atom ... 3.7 eV Å⁻¹
Relative energy (zero: lowest compared OMol25 entry of this formula, charge and spin) ... 4.468 eV



[3]
ORCA calculation (ωB97M-V/def2-TZVPD) on C4H4OYb as an isolated structure.

Geometry as XYZ:
```
10
Properties=species:S:1:pos:R:3:forces:R:3
H 0.173 -0.614 -1.259 -0.8 1.7 -0.1
C -2.658 0.317 -0.010 -1.5 0.1 0.0
C -1.429 0.317 -0.201 1.2 0.0 -0.2
C -0.042 0.288 -0.444 -0.2 -1.6 -1.7
C 0.794 -0.642 0.385 3.0 0.9 3.1
O 2.013 -0.482 0.490 -2.1 -0.2 -0.8
H -3.739 0.296 0.091 -0.6 0.0 0.1
H 0.401 1.275 -0.663 -0.1 -0.3 -0.3
H 0.291 -1.301 1.118 -0.2 -0.8 -0.3
Yb 4.195 0.547 0.492 1.2 0.0 0.2
```
Forces are in eV/Å.

Calculated values
HOMO-LUMO gap (alpha / beta) ... 0.411 / 0.155 Ha
Total charge ... +4
Expectation value of S² ... 2.02
Multiplicity ... 3
Strongest force on any atom ... 4.4 eV Å⁻¹



[4]
ORCA calculation (ωB97M-V/def2-TZVPD) on C8H4Cl5FeN2O5 as an isolated structure.

Geometry as XYZ:
```
25
Properties=species:S:1:pos:R:3:forces:R:3
Fe -0.564 0.868 -0.419 0.0 0.1 -0.1
Cl -2.699 -1.075 0.731 0.0 0.0 0.0
C -1.146 -1.304 1.465 0.0 -0.1 0.0
C -0.122 -0.465 1.056 0.1 0.0 0.0
C 1.116 -0.641 1.655 0.0 0.1 -0.1
Cl 2.416 0.420 1.186 0.1 0.0 0.1
C 1.353 -1.617 2.615 -0.1 -0.1 0.0
Cl 2.905 -1.805 3.325 0.0 0.0 0.0
C 0.299 -2.454 2.994 0.1 0.0 0.0
Cl 0.562 -3.676 4.168 0.0 0.0 0.0
C -0.962 -2.299 2.421 0.0 0.0 0.0
Cl -2.260 -3.320 2.883 0.0 0.0 0.0
N 1.168 0.767 -1.723 -0.1 0.0 -0.1
C 0.676 0.541 -3.102 0.1 -0.1 0.1
C -0.827 0.262 -3.137 -0.1 0.0 -0.2
O -1.375 0.064 -4.188 0.0 0.0 0.1
O -1.421 0.265 -1.961 0.0 0.0 0.1
H 1.674 1.642 -1.644 0.0 0.0 0.0
H 1.800 0.034 -1.423 0.0 0.0 0.0
H 1.176 -0.311 -3.560 0.0 0.0 0.0
H 0.872 1.409 -3.727 0.0 0.0 0.0
O -1.479 4.350 0.347 0.0 0.0 0.0
N -1.176 3.230 0.112 -0.1 0.0 -0.1
O -1.904 2.216 0.397 0.0 0.0 0.0
O -0.079 2.899 -0.472 0.1 -0.1 0.1
```
Forces are in eV/Å.

Calculated values
HOMO-LUMO gap (alpha / beta) ... 0.350 / 0.282 Ha
Expectation value of S² ... 8.76
Multiplicity ... 6
Strongest force on any atom ... 0.2 eV Å⁻¹
Relative energy (zero: lowest compared OMol25 entry of this formula, charge and spin) ... 0.028 eV



[5]
ORCA calculation (ωB97M-V/def2-TZVPD) on a 2-piece molecular cluster, C3H2F2O overall.

Geometry as XYZ:
```
8
Properties=species:S:1:pos:R:3:forces:R:3
C 2.193 1.008 -0.876 0.1 0.1 0.0
C 0.107 -1.037 1.081 0.5 0.1 0.8
C -0.495 -0.040 0.551 -1.0 0.7 -1.7
O 3.313 0.921 -0.820 -0.1 0.0 0.0
F 0.466 -0.979 2.352 0.3 -0.1 1.1
F -0.878 -0.079 -0.749 0.2 0.2 0.6
H 0.485 -1.813 0.535 0.7 -2.3 -1.0
H -0.654 0.837 1.100 -0.7 1.3 0.3
```
Forces are in eV/Å.

Calculated values
HOMO-LUMO gap ... 0.410 Ha
Strongest force on any atom ... 2.6 eV Å⁻¹
Relative energy (zero: lowest compared OMol25 entry of this formula, charge and spin) ... 1.005 eV



[6]
ORCA calculation (ωB97M-V/def2-TZVPD) on C16H27CdNO8 as an isolated structure.

Geometry as XYZ:
```
53
Properties=species:S:1:pos:R:3:forces:R:3
Cd 0.145 -0.592 0.723 0.1 2.4 3.0
C 2.414 -2.939 -1.777 -1.9 1.7 0.9
C 1.445 -2.422 -0.905 0.9 -2.1 0.2
C 1.043 -3.226 0.428 1.8 -2.7 -2.1
O 0.394 -2.573 1.230 -0.6 -1.9 1.9
C 1.451 -4.631 0.490 -2.6 3.8 0.6
C 2.389 -5.068 -0.379 3.5 -3.6 -0.5
C 2.985 -4.173 -1.552 1.7 -1.3 -0.2
O 3.979 -4.537 -2.225 -1.0 -0.5 0.8
O 2.925 -6.226 -0.145 -0.8 2.1 -1.4
O 0.814 -1.365 -1.051 0.7 0.3 -2.6
H 2.755 -2.297 -2.575 0.1 -0.1 -0.2
H 1.096 -5.333 1.230 0.0 0.3 0.3
C 3.956 1.236 0.636 -0.7 0.3 0.0
C 2.743 1.421 1.583 -1.0 -3.0 0.0
O 1.864 0.249 1.565 2.8 2.6 0.3
H 4.808 1.892 0.813 0.0 0.5 0.4
H 3.686 1.394 -0.408 0.0 -0.5 -0.2
H 4.311 0.230 0.863 -0.1 -0.1 -0.5
H 2.106 2.296 1.448 0.4 0.6 -0.3
H 3.225 1.464 2.559 -0.2 0.3 0.6
C -2.714 1.096 3.858 -0.8 -0.9 0.1
C -1.359 0.966 3.222 1.7 -1.2 -1.2
O -1.133 -0.162 2.401 -2.1 1.4 1.3
H -3.001 0.125 4.262 -0.2 -0.2 -0.1
H -3.422 1.379 3.079 -0.3 -0.1 0.0
H -2.818 1.792 4.690 0.4 0.4 0.0
H -0.553 0.981 3.955 0.1 0.2 0.7
H -1.242 1.898 2.669 0.3 0.7 -0.4
C -2.154 -2.904 -0.499 -1.1 -0.4 0.8
O -1.709 -1.589 -0.246 -2.1 -0.6 -2.1
C -2.401 -0.711 -1.175 1.1 0.1 2.0
C -2.196 0.680 -0.645 -0.2 0.5 0.0
N -0.743 0.968 -0.577 -1.3 0.6 -2.0
C -0.376 2.314 -0.216 -0.5 0.1 -0.1
C -0.811 3.315 -1.287 -0.6 0.8 0.8
O -0.275 3.114 -2.585 0.9 1.3 0.4
C -0.558 4.286 -3.403 -0.3 -2.1 -0.1
H -1.920 -3.329 -1.475 0.9 0.1 0.0
H -3.244 -2.921 -0.497 -0.6 0.3 -0.1
H -1.964 -3.564 0.347 1.0 0.1 -0.2
H -3.458 -0.955 -1.067 -0.2 0.0 -0.7
H -1.977 -0.709 -2.179 -0.2 -0.8 -0.3
H -2.738 0.761 0.297 0.7 0.1 0.5
H -2.742 1.331 -1.328 0.0 0.4 -0.3
H -0.462 0.983 -1.547 0.5 -1.2 -0.4
H 0.705 2.398 -0.102 0.0 -0.3 0.2
H -0.868 2.386 0.754 0.2 1.2 0.1
H -0.536 4.312 -0.943 0.2 0.2 0.1
H -1.893 3.341 -1.414 -0.4 -0.1 0.3
H -1.598 4.111 -3.679 -0.1 0.4 -0.8
H 0.154 4.206 -4.224 -0.4 0.1 -0.2
H -0.528 5.298 -2.998 0.5 -0.2 0.9
```
Forces are in eV/Å.

Calculated values
HOMO-LUMO gap ... 0.181 Ha
Total charge ... -2
Strongest force on any atom ... 5.1 eV Å⁻¹
Relative energy (zero: lowest compared OMol25 entry of this formula, charge and spin) ... 0.000 eV



Copy entry 5 word for word.
ORCA calculation (ωB97M-V/def2-TZVPD) on a 2-piece molecular cluster, C3H2F2O overall.

Geometry as XYZ:
```
8
Properties=species:S:1:pos:R:3:forces:R:3
C 2.193 1.008 -0.876 0.1 0.1 0.0
C 0.107 -1.037 1.081 0.5 0.1 0.8
C -0.495 -0.040 0.551 -1.0 0.7 -1.7
O 3.313 0.921 -0.820 -0.1 0.0 0.0
F 0.466 -0.979 2.352 0.3 -0.1 1.1
F -0.878 -0.079 -0.749 0.2 0.2 0.6
H 0.485 -1.813 0.535 0.7 -2.3 -1.0
H -0.654 0.837 1.100 -0.7 1.3 0.3
```
Forces are in eV/Å.

Calculated values
HOMO-LUMO gap ... 0.410 Ha
Strongest force on any atom ... 2.6 eV Å⁻¹
Relative energy (zero: lowest compared OMol25 entry of this formula, charge and spin) ... 1.005 eV



- Which of these has the lowest strongest force on any atom?
  C8H4Cl5FeN2O5



- Among the records above, which one has the lowest strongest force on any atom?
  C8H4Cl5FeN2O5



- The lowest strongest force on any atom belongs to which entry?
  C8H4Cl5FeN2O5